# 1
The following is a quantum chemistry calculation of C22H26N2O8S in the gas phase, from the Open Molecules 2025 dataset.

SMILES string ... COc1cc(NC(=O)C[C@@H](C)S(=O)(=O)c2cc3c(cc2C)NC(=O)CO3)cc(OC)c1OC
M ... 478.52 g mol⁻¹

Each line ends with the Mulliken charge.
Atoms and positions in Å:
1 C -2.732 -3.109 1.659  -0.844
2 H -2.901 -2.054 1.900  0.255
3 H -3.678 -3.646 1.700  0.255
4 H -2.040 -3.535 2.390  0.353
5 O -2.262 -3.275 0.343  -0.459
6 C -1.056 -2.733 0.016  0.769
7 C -0.313 -1.938 0.871  -0.602
8 C 0.880 -1.389 0.427  -1.273
9 C 1.332 -1.660 -0.856  -0.183
10 C 0.604 -2.469 -1.722  0.904
11 C -0.614 -3.021 -1.293  0.374
12 O -1.454 -3.837 -1.982  -0.514
13 C -1.287 -4.087 -3.362  -0.680
14 H -0.345 -4.596 -3.572  0.251
15 H -2.120 -4.738 -3.626  0.284
16 H -1.349 -3.167 -3.946  0.218
17 O 1.025 -2.746 -2.996  -0.438
18 C 2.203 -2.141 -3.468  -0.876
19 H 3.084 -2.495 -2.921  0.325
20 H 2.283 -2.445 -4.510  0.265
21 H 2.152 -1.050 -3.410  0.275
22 H 2.262 -1.223 -1.182  0.419
23 N 1.650 -0.524 1.221  0.050
24 C 1.318 0.039 2.407  0.522
25 O 0.335 -0.247 3.061  -0.668
26 C 2.306 1.091 2.899  -1.269
27 C 1.543 2.282 3.452  0.427
28 C 2.383 3.225 4.286  -1.641
29 H 1.787 4.095 4.554  0.409
30 H 2.733 2.740 5.195  0.447
31 H 3.237 3.564 3.705  0.376
32 H 0.650 1.958 3.985  0.464
33 S 0.985 3.276 2.006  1.615
34 O 0.131 4.334 2.482  -0.769
35 O 2.179 3.665 1.298  -0.757
36 C 0.044 2.215 0.881  0.315
37 C 0.630 1.995 -0.353  -1.178
38 C -0.021 1.236 -1.308  0.149
39 C -1.268 0.679 -1.000  0.570
40 C -1.847 0.925 0.235  -0.742
41 C -1.209 1.705 1.196  0.639
42 C -1.847 1.943 2.524  -2.033
43 H -1.504 1.181 3.225  0.262
44 H -1.574 2.923 2.903  0.336
45 H -2.929 1.871 2.448  0.540
46 H -2.812 0.494 0.454  0.443
47 N -1.881 -0.135 -1.949  0.096
48 C -1.449 -0.227 -3.231  0.577
49 O -1.939 -0.976 -4.043  -0.691
50 C -0.334 0.755 -3.572  -0.721
51 H -0.810 1.698 -3.889  0.383
52 O 0.573 1.000 -2.516  -0.446
53 H 0.249 0.363 -4.407  0.292
54 H -2.646 -0.732 -1.662  0.305
55 H 1.592 2.433 -0.564  0.647
56 H 2.969 1.436 2.105  0.364
57 H 2.909 0.641 3.693  0.561
58 H 2.487 -0.184 0.767  0.285
59 H -0.650 -1.721 1.867  0.762

=====

# 2
The following is a quantum chemistry calculation of 2 unconnected molecules or ions with the total composition C22H26N4O2, from the Open Molecules 2025 dataset.

M ... 378.48 g mol⁻¹

Each line ends with the Mulliken charge.
Atoms and positions in Å:
1 C -5.234 -4.331 1.809  -0.707
2 C -4.680 -3.567 0.613  -0.574
3 N -3.236 -3.802 0.594  0.265
4 C -2.421 -2.880 -0.078  0.155
5 C -2.885 -2.204 -1.224  -0.252
6 C -2.086 -1.260 -1.832  -1.075
7 C -0.858 -0.824 -1.247  0.659
8 C -0.146 0.248 -1.839  -0.516
9 C 0.855 1.027 -1.199  0.629
10 C 0.822 1.324 0.199  -1.075
11 C 1.707 2.234 0.760  -0.290
12 C 2.759 2.764 -0.014  0.103
13 N 3.741 3.627 0.536  0.212
14 C 3.258 4.666 1.445  -0.395
15 C 4.396 5.653 1.673  -0.753
16 O 5.571 4.998 2.155  -0.357
17 C 6.046 3.969 1.285  -0.602
18 C 4.963 2.946 0.970  -0.407
19 C 2.861 2.418 -1.383  -0.351
20 C 1.902 1.621 -1.971  -0.785
21 C -0.397 -1.542 -0.094  -0.578
22 C -1.127 -2.596 0.426  -0.543
23 C -2.856 -5.208 0.498  -0.485
24 C -3.510 -5.986 1.634  -0.571
25 O -4.911 -5.722 1.738  -0.354
26 H -4.826 -3.870 2.731  0.337
27 H -6.335 -4.300 1.818  0.342
28 H -5.153 -3.918 -0.323  0.341
29 H -4.866 -2.494 0.739  0.437
30 H -3.860 -2.461 -1.645  0.421
31 H -2.417 -0.794 -2.759  0.286
32 H -0.379 0.488 -2.878  0.532
33 H 0.059 0.860 0.825  0.535
34 H 1.627 2.509 1.815  0.330
35 H 2.418 5.179 0.964  0.414
36 H 2.923 4.238 2.408  0.289
37 H 4.595 6.184 0.722  0.355
38 H 4.136 6.368 2.469  0.340
39 H 6.422 4.391 0.333  0.332
40 H 6.865 3.492 1.844  0.314
41 H 4.769 2.340 1.879  0.262
42 H 5.291 2.286 0.161  0.399
43 H 3.691 2.840 -1.954  0.452
44 H 1.944 1.404 -3.039  0.398
45 H 0.553 -1.269 0.365  0.550
46 H -0.762 -3.178 1.277  0.460
47 H -3.196 -5.636 -0.467  0.241
48 H -1.766 -5.283 0.563  0.425
49 H -3.447 -7.068 1.440  0.313
50 H -2.988 -5.734 2.577  0.318
51 N -1.742 1.688 -3.879  -0.632
52 C -2.749 1.089 -4.416  0.433
53 N -3.644 0.418 -4.838  -0.698
54 H -1.697 2.659 -4.186  0.123

=====

# 3
The following is a quantum chemistry calculation of C22H26N4O4S in the gas phase, from the Open Molecules 2025 dataset.

SMILES string ... COc1ccccc1N1CCN(C(=O)CCCCn2c(=O)[nH]c3ccsc3c2=O)CC1
M ... 442.54 g mol⁻¹

Each line ends with the Mulliken charge.
Atoms and positions in Å:
1 C 1.836 1.017 2.675  -0.802
2 H 2.654 0.491 2.172  0.179
3 H 2.221 1.934 3.133  0.347
4 H 1.424 0.376 3.453  0.271
5 O 0.768 1.280 1.800  -0.225
6 C 1.010 2.017 0.658  0.988
7 C 2.251 2.548 0.361  -0.664
8 C 2.492 3.172 -0.856  -0.546
9 C 1.481 3.237 -1.793  -1.225
10 C 0.218 2.761 -1.485  -0.407
11 C -0.072 2.187 -0.244  0.180
12 N -1.347 1.771 0.056  0.673
13 C -2.335 1.592 -0.991  -0.661
14 H -1.904 0.945 -1.761  0.508
15 C -3.598 0.943 -0.406  -1.371
16 N -3.225 -0.068 0.558  0.352
17 C -3.595 -1.353 0.340  0.602
18 O -4.392 -1.644 -0.533  -0.672
19 C -2.912 -2.422 1.172  -1.125
20 C -1.497 -2.669 0.624  0.079
21 C -1.513 -2.795 -0.898  -0.121
22 C -0.151 -3.167 -1.475  -1.735
23 N 0.902 -2.213 -1.135  0.180
24 C 0.866 -0.990 -1.779  0.404
25 O -0.044 -0.651 -2.500  -0.691
26 N 1.951 -0.167 -1.579  -0.013
27 C 2.992 -0.503 -0.763  0.406
28 C 2.940 -1.688 -0.058  0.329
29 C 1.860 -2.631 -0.205  0.771
30 O 1.769 -3.693 0.372  -0.705
31 S 4.349 -1.913 0.920  -0.170
32 C 4.991 -0.422 0.356  -0.417
33 C 4.183 0.222 -0.528  -0.975
34 H 4.415 1.160 -0.996  0.563
35 H 5.949 -0.100 0.713  0.510
36 H 1.911 0.748 -2.011  0.173
37 H -0.221 -3.206 -2.565  0.390
38 H 0.178 -4.133 -1.087  0.531
39 H -1.833 -1.856 -1.347  0.235
40 H -2.227 -3.564 -1.194  0.301
41 H -0.833 -1.848 0.904  -0.316
42 H -1.093 -3.582 1.066  0.559
43 H -3.501 -3.333 1.058  0.416
44 H -2.879 -2.159 2.229  0.390
45 C -2.479 0.418 1.702  -0.494
46 H -3.130 0.474 2.586  0.165
47 C -1.914 1.805 1.379  -1.372
48 H -1.158 2.069 2.112  0.582
49 H -2.706 2.565 1.424  0.381
50 H -1.642 -0.244 1.925  0.450
51 H -4.244 1.692 0.063  0.399
52 H -4.166 0.447 -1.195  0.410
53 H -2.622 2.550 -1.452  0.366
54 H -0.561 2.852 -2.222  0.348
55 H 1.659 3.686 -2.759  0.375
56 H 3.467 3.588 -1.062  0.516
57 H 3.059 2.465 1.071  0.378

=====

# 4
The following is a quantum chemistry calculation of C22H26N4O5S2 in the gas phase, from the Open Molecules 2025 dataset.

SMILES string ... O=C(NCCC/N=C1\NS(=O)(=O)c2ccccc21)c1ccc(S(=O)(=O)N2CCCCC2)cc1
M ... 490.61 g mol⁻¹

Each line ends with the Mulliken charge.
Atoms and positions in Å:
1 O -2.431 -2.263 -1.624  -0.726
2 C -2.036 -2.341 -0.470  0.003
3 N -2.832 -2.713 0.550  -0.030
4 H -2.473 -2.693 1.491  0.253
5 C -4.227 -3.035 0.355  -0.786
6 H -4.486 -3.879 0.999  0.419
7 H -4.332 -3.338 -0.690  0.333
8 C -5.159 -1.854 0.635  -0.820
9 H -5.089 -1.555 1.682  0.346
10 H -6.181 -2.177 0.435  0.404
11 C -4.819 -0.637 -0.236  -0.517
12 N -3.881 0.202 0.454  -0.326
13 C -2.856 0.728 -0.063  -0.164
14 N -2.338 0.618 -1.342  -0.206
15 S -0.846 1.383 -1.521  0.795
16 O -0.886 2.277 -2.634  -0.753
17 O 0.217 0.419 -1.497  -0.363
18 C -0.976 2.210 0.046  -0.050
19 C -0.173 3.184 0.594  -0.434
20 C -0.467 3.624 1.879  -0.691
21 C -1.544 3.094 2.577  -0.733
22 C -2.360 2.134 2.004  -0.240
23 C -2.067 1.691 0.720  0.409
24 H -3.216 1.729 2.520  0.567
25 H -1.754 3.446 3.576  0.413
26 H 0.147 4.386 2.335  0.442
27 H 0.648 3.593 0.031  0.671
28 H -2.537 -0.210 -1.887  0.405
29 H -5.721 -0.028 -0.359  0.503
30 H -4.490 -0.964 -1.229  0.312
31 C -0.616 -2.065 -0.105  1.203
32 C 0.372 -2.551 -0.955  -0.775
33 C 1.705 -2.337 -0.661  -0.652
34 C 2.039 -1.602 0.459  0.129
35 C 1.069 -1.081 1.292  -0.878
36 C -0.267 -1.321 1.017  -0.591
37 H -1.031 -0.907 1.660  0.389
38 H 1.374 -0.513 2.157  0.555
39 S 3.778 -1.407 0.884  1.357
40 O 3.844 -1.094 2.283  -0.763
41 O 4.451 -2.580 0.405  -0.750
42 N 4.425 -0.123 0.076  0.209
43 C 4.588 -0.222 -1.355  -1.125
44 C 3.439 0.435 -2.123  0.293
45 C 3.256 1.876 -1.652  -1.139
46 C 3.007 1.882 -0.145  0.993
47 C 4.171 1.204 0.576  -1.595
48 H 3.980 1.101 1.645  0.482
49 H 5.085 1.795 0.439  0.388
50 H 2.910 2.904 0.226  0.411
51 H 2.080 1.342 0.058  -0.515
52 H 2.406 2.321 -2.172  0.410
53 H 4.151 2.460 -1.880  0.468
54 H 3.661 0.410 -3.191  0.437
55 H 2.505 -0.102 -1.953  -0.172
56 H 4.680 -1.283 -1.586  0.428
57 H 5.533 0.271 -1.616  0.372
58 H 2.491 -2.742 -1.278  0.502
59 H 0.079 -3.102 -1.836  0.497

=====

How do the records compare in frontier orbital gap? In the order shown, they have 8.07; 3.97; 8.04; 9.17 eV.
How do the records compare in E_LUMO? In the order shown, they have 0.0161; -0.0863; 0.0112; -0.0001 Eh.
How do the records compare in energy relative to the best compared isomer or geometry (same formula, charge and spin)? In the order shown, they have 14.2; 594.8; 95.0; 47.2 kJ/mol.